{"formula": "C45H99N5O7", "method": "ωB97M-V with the def2-TZVPD basis set", "species": ["O", "H", "H", "O", "H", "H", "C", "C", "C", "C", "C", "C", "N", "O", "C", "C", "C", "H", "H", "H", "H", "H", "H", "H", "H", "H", "H", "H", "H", "H", "H", "H", "H", "H", "H", "H", "C", "C", "C", "C", "C", "C", "N", "O", "C", "C", "C", "H", "H", "H", "H", "H", "H", "H", "H", "H", "H", "H", "H", "H", "H", "H", "H", "H", "H", "H", "C", "C", "C", "C", "C", "C", "N", "O", "C", "C", "C", "H", "H", "H", "H", "H", "H", "H", "H", "H", "H", "H", "H", "H", "H", "H", "H", "H", "H", "H", "C", "C", "C", "C", "C", "C", "N", "O", "C", "C", "C", "H", "H", "H", "H", "H", "H", "H", "H", "H", "H", "H", "H", "H", "H", "H", "H", "H", "H", "H", "C", "C", "C", "C", "C", "C", "N", "O", "C", "C", "C", "H", "H", "H", "H", "H", "H", "H", "H", "H", "H", "H", "H", "H", "H", "H", "H", "H", "H", "H"], "positions_angstrom": [[-2.89129, 4.60053, 0.78449], [-2.92043, 4.15993, 1.63830], [-2.07708, 4.26848, 0.36198], [-5.05856, 4.71112, -1.80021], [-4.66369, 5.17078, -1.04801], [-4.40039, 4.05384, -2.04847], [5.34615, 5.35689, -5.57212], [5.39878, 6.69579, -4.81119], [4.60300, 7.73942, -5.59579], [3.08065, 7.70913, -5.37555], [2.81414, 7.79334, -3.88000], [3.49508, 6.70366, -3.08081], [4.92083, 6.62871, -3.42831], [5.63890, 5.76325, -2.61777], [3.30260, 7.02603, -1.59792], [2.80774, 5.34883, -3.40607], [6.83648, 7.21746, -4.79621], [5.35329, 4.52693, -4.85755], [6.21498, 5.13911, -6.19738], [4.46620, 5.19995, -6.19796], [5.01076, 8.73813, -5.43434], [4.58603, 7.50759, -6.66526], [2.70757, 6.77894, -5.81658], [2.52531, 8.48843, -5.89842], [1.73859, 7.74987, -3.67674], [3.09764, 8.82012, -3.62555], [3.74985, 7.98909, -1.33442], [2.23190, 7.16181, -1.44208], [3.74370, 6.30366, -0.91256], [3.28823, 4.49567, -2.92598], [1.82458, 5.42252, -2.92900], [2.70869, 5.16140, -4.47070], [6.94230, 8.15338, -4.25098], [7.15547, 7.38477, -5.83053], [7.57390, 6.48112, -4.46620], [6.12510, 6.28694, -1.97074], [-7.54944, -5.45695, -0.66171], [-6.26843, -5.05441, 0.08016], [-5.12927, -5.83866, -0.62401], [-3.75332, -5.22604, -0.40963], [-3.70468, -3.71781, -0.55597], [-4.82494, -2.90891, 0.12101], [-6.10612, -3.60269, -0.09098], [-7.16308, -2.86731, 0.49367], [-4.40346, -2.77733, 1.58998], [-4.82153, -1.53680, -0.55102], [-6.32256, -5.55562, 1.53847], [-8.34663, -4.75808, -0.39281], [-7.92528, -6.45090, -0.42077], [-7.41935, -5.38052, -1.74096], [-5.05924, -6.86631, -0.26848], [-5.35464, -5.87930, -1.69472], [-2.93102, -5.66094, -0.97498], [-3.60039, -5.46024, 0.65385], [-3.58515, -3.39824, -1.59686], [-2.75766, -3.42411, -0.09289], [-5.28518, -2.93893, 2.22497], [-3.64627, -3.45183, 1.98583], [-4.15040, -1.75186, 1.87332], [-3.87737, -1.00745, -0.48358], [-4.99327, -1.65240, -1.62973], [-5.67859, -0.90268, -0.31406], [-6.23339, -6.63824, 1.61029], [-7.21748, -5.12776, 1.99250], [-5.46032, -5.21728, 2.11926], [-7.73073, -2.68025, -0.26237], [-2.57076, -2.53426, 7.32909], [-1.83747, -2.08902, 6.04975], [-1.61124, -0.59102, 6.31421], [-0.69656, 0.11016, 5.29135], [0.59929, -0.69084, 5.03792], [0.46478, -2.23274, 4.97864], [-0.54752, -2.75309, 5.90314], [-0.70986, -4.14663, 5.85354], [0.11453, -2.64632, 3.50987], [1.83031, -2.85204, 5.31632], [-2.80372, -2.28403, 4.87326], [-2.20771, -2.11199, 8.26892], [-2.54558, -3.60778, 7.55056], [-3.63669, -2.31677, 7.25819], [-2.51421, 0.02133, 6.34514], [-1.09174, -0.42019, 7.26193], [-0.38938, 1.09327, 5.64189], [-1.26455, 0.16488, 4.35925], [1.43257, -0.45163, 5.70126], [0.97839, -0.38458, 4.05810], [-0.53061, -1.92800, 3.00687], [1.05488, -2.77148, 2.97231], [-0.37177, -3.62198, 3.54698], [2.28203, -2.52897, 6.25851], [1.75405, -3.93880, 5.32664], [2.57704, -2.51655, 4.59287], [-2.36124, -1.84260, 3.98093], [-3.79193, -1.87730, 5.06500], [-2.85247, -3.37267, 4.77731], [-0.37292, -4.46290, 6.69999], [3.57539, -5.80582, -1.44588], [3.43016, -4.87186, -2.63233], [2.04212, -5.05392, -3.28204], [0.92240, -4.69924, -2.32398], [1.04247, -3.28741, -1.91944], [2.46310, -2.72814, -1.55063], [3.49165, -3.42899, -2.33530], [4.78509, -2.99748, -1.91900], [2.42465, -1.28234, -2.07905], [2.56472, -2.75788, -0.00895], [4.49932, -5.21210, -3.68045], [3.86334, -6.84000, -1.61752], [2.77031, -5.77272, -0.70974], [4.37100, -5.36569, -0.82364], [2.04223, -4.39814, -4.15706], [1.97880, -6.08838, -3.62722], [0.92037, -5.38383, -1.46916], [-0.02863, -4.94879, -2.80414], [0.38941, -3.01481, -1.08348], [0.58753, -2.65407, -2.69224], [2.43606, -1.21467, -3.16663], [1.45082, -0.82278, -1.85776], [3.13010, -0.60375, -1.59523], [2.34177, -1.78649, 0.42346], [1.88940, -3.53339, 0.36301], [3.50075, -3.17754, 0.37076], [5.46171, -4.89238, -3.26382], [4.40310, -4.82799, -4.69541], [4.72943, -6.27488, -3.80869], [5.09315, -2.57607, -2.72860], [-0.48062, 0.13949, 0.17394], [-1.18747, 1.46874, 0.53010], [-1.25932, 1.64722, 2.03305], [0.02483, 2.18102, 2.67286], [0.37573, 3.51476, 2.03124], [0.48706, 3.45580, 0.49943], [-0.55005, 2.61665, -0.12544], [-0.45521, 2.51128, -1.51548], [0.40950, 4.91181, -0.03194], [1.85763, 2.85826, 0.14561], [-2.62946, 1.31594, 0.05973], [-1.03980, -0.67887, 0.63227], [0.51503, 0.04305, 0.62836], [-0.28424, -0.00128, -0.88776], [-2.09301, 2.25304, 2.40061], [-1.47106, 0.67579, 2.49136], [0.80739, 1.42398, 2.55621], [-0.08753, 2.39167, 3.73847], [1.25291, 3.94119, 2.51567], [-0.49602, 4.11735, 2.31420], [1.33648, 5.36046, 0.32503], [0.47768, 4.80832, -1.11642], [-0.49024, 5.45324, 0.24172], [2.70398, 3.28490, 0.69140], [1.95312, 1.80203, 0.42202], [2.11128, 2.89263, -0.91758], [-2.79863, 0.82022, -0.89826], [-3.08925, 2.29328, -0.08928], [-3.22075, 0.78306, 0.80598], [0.39053, 2.05425, -1.67776]], "atomic_forces_ev_per_a": [[0.2, 0.2, -0.2], [0.0, 0.0, 0.0], [-0.3, -0.2, 0.1], [0.1, 0.1, 0.0], [0.0, -0.2, 0.0], [0.0, 0.0, 0.1], [0.1, -1.2, 0.5], [0.3, -0.1, -0.3], [-1.6, 0.3, -0.8], [0.2, -0.6, 0.8], [-0.7, 0.6, -0.8], [0.6, -1.3, -0.2], [-0.3, 2.4, 0.0], [0.1, -1.2, 0.0], [0.3, 0.5, -0.1], [-0.6, 0.4, 1.0], [0.7, -0.5, -0.7], [-0.1, 0.1, 0.1], [0.0, 0.5, -0.1], [-0.1, 0.3, 0.1], [-0.1, 0.0, 0.0], [1.2, 0.1, 0.0], [-0.1, -0.1, 0.2], [0.4, 0.2, -0.1], [0.0, -0.2, 0.0], [0.4, -0.2, 0.6], [0.1, 0.0, -0.3], [0.0, -0.3, 0.3], [-0.3, -0.3, -0.1], [0.3, 0.1, -0.1], [-0.2, -0.3, -0.4], [0.0, 0.0, 0.0], [-0.1, -0.1, 0.1], [-0.2, 0.2, 0.0], [-0.3, 0.0, 0.5], [-0.1, 0.3, -0.2], [-0.6, 0.7, 0.2], [0.4, -1.4, 0.1], [0.5, 0.7, -1.3], [-0.6, 0.2, 1.3], [0.6, 0.1, -0.6], [1.0, -0.6, 0.2], [0.7, 0.1, -1.2], [0.0, -0.2, 0.3], [-1.5, 0.6, 1.5], [-1.2, -0.1, -1.3], [0.3, 0.9, 0.2], [-0.1, -0.2, 0.1], [0.3, -0.1, 0.1], [0.1, 0.0, 0.0], [-0.5, 0.0, 0.0], [0.0, 0.0, 0.0], [-0.2, -0.3, -0.1], [0.7, 0.2, 0.0], [-0.4, -0.3, -0.1], [-0.1, 0.3, 0.0], [0.0, -0.1, -0.1], [0.2, -0.1, -0.4], [0.4, 0.0, -0.3], [0.0, -0.1, 0.5], [0.2, -0.4, 0.0], [0.3, 0.1, 0.8], [-0.7, -0.1, -0.2], [0.0, -0.4, 0.3], [-0.1, 0.3, -0.1], [0.0, 0.2, 0.1], [-0.2, -1.2, 0.7], [-1.0, 1.2, 1.0], [1.6, 1.3, -0.4], [0.2, -1.4, -0.1], [-0.1, -0.2, -0.2], [-0.2, -0.3, -1.1], [0.2, 1.3, 1.6], [0.1, -0.3, -0.6], [0.4, -0.4, 0.7], [0.2, 0.2, 0.1], [1.0, -0.6, 0.1], [0.2, 0.4, -0.3], [0.1, -0.1, -0.6], [0.0, 0.3, -0.1], [-0.4, -0.6, 0.1], [-0.3, -0.5, 0.3], [-0.4, 0.2, -0.1], [0.2, 0.4, 0.0], [-0.4, 0.2, 0.5], [0.1, -0.1, 0.0], [0.0, 0.0, 0.0], [-0.1, 0.2, -0.3], [-0.1, 0.0, -0.2], [-0.6, 0.0, 0.3], [0.2, 0.0, -0.2], [-0.2, -0.3, -0.3], [-0.3, -0.1, -0.2], [0.0, 0.1, 0.0], [-0.4, 0.1, -0.5], [0.0, 0.1, -0.1], [1.1, 0.9, 1.9], [-1.0, -0.5, -1.0], [0.6, -0.2, 0.1], [-0.2, -1.7, -0.2], [-0.6, 1.9, 0.1], [-1.0, 0.0, -0.8], [0.0, -0.1, -0.1], [-0.3, -0.1, 0.0], [-0.6, 0.8, 0.6], [0.6, -1.4, -0.1], [1.5, -0.3, 0.6], [-0.2, 0.0, -0.5], [-0.4, -0.1, -0.5], [0.3, -0.3, -0.2], [-0.3, 0.0, 0.0], [-0.1, 0.0, 0.0], [0.3, 0.1, 0.0], [-0.1, 0.5, 0.0], [0.1, -0.3, 0.2], [0.5, -0.2, -0.4], [0.6, -0.3, 0.0], [0.0, -0.3, 0.4], [0.4, -0.2, -0.3], [0.0, -0.1, 0.2], [-0.5, 0.4, 0.1], [0.4, 0.8, -0.3], [0.0, 0.4, -0.3], [-0.4, 0.5, 0.2], [-0.8, -0.2, 0.2], [0.3, 0.1, 0.2], [0.9, 0.0, 1.0], [0.2, -0.9, -1.1], [0.7, -0.1, 1.5], [0.3, -0.1, -0.4], [-1.2, -0.7, 0.1], [0.8, 0.0, -0.1], [-1.5, 1.4, 1.4], [0.5, -0.2, 0.3], [0.8, -1.5, -0.5], [0.9, -0.6, 0.1], [-0.9, 0.5, -0.6], [-0.2, -0.2, -0.5], [0.0, 0.3, 0.1], [-0.6, 0.0, -0.1], [-0.1, 0.3, -0.6], [0.0, -0.1, -0.4], [0.1, 0.2, 0.1], [-0.2, -0.4, 0.0], [0.1, 0.2, -0.4], [0.2, 0.5, -0.2], [-0.2, 0.6, 0.0], [-0.1, 0.4, 0.0], [0.1, 0.1, 0.2], [-0.2, 0.5, -0.1], [-0.5, 0.0, 0.0], [-0.1, 0.3, 0.0], [0.5, -0.2, 0.0], [0.0, 0.1, 0.3], [0.1, -0.1, 0.0], [-0.2, 0.0, -0.2]], "lowdin_charge": [-0.056, 0.028, 0.007, -0.067, 0.016, 0.023, -0.029, -0.507, -0.139, -0.180, -0.154, -0.507, -0.126, -0.008, -0.036, -0.015, -0.050, 0.080, 0.080, 0.074, 0.118, 0.120, 0.098, 0.114, 0.124, 0.126, 0.087, 0.078, 0.077, 0.080, 0.068, 0.068, 0.085, 0.086, 0.081, 0.110, -0.038, -0.498, -0.141, -0.176, -0.150, -0.490, -0.093, -0.017, -0.036, -0.038, -0.028, 0.073, 0.089, 0.080, 0.116, 0.110, 0.111, 0.107, 0.116, 0.111, 0.080, 0.074, 0.073, 0.052, 0.087, 0.087, 0.082, 0.085, 0.066, 0.103, -0.042, -0.507, -0.138, -0.168, -0.115, -0.482, -0.106, -0.019, -0.019, -0.041, -0.027, 0.080, 0.077, 0.082, 0.125, 0.117, 0.106, 0.076, 0.112, 0.100, 0.058, 0.068, 0.081, 0.082, 0.080, 0.084, 0.054, 0.088, 0.091, 0.111, -0.030, -0.516, -0.135, -0.202, -0.158, -0.464, -0.103, -0.019, -0.044, -0.018, -0.039, 0.086, 0.070, 0.088, 0.124, 0.125, 0.104, 0.116, 0.111, 0.116, 0.090, 0.051, 0.081, 0.070, 0.071, 0.079, 0.078, 0.084, 0.083, 0.104, -0.021, -0.490, -0.139, -0.174, -0.129, -0.493, -0.128, 0.010, -0.012, -0.027, -0.036, 0.082, 0.066, 0.066, 0.120, 0.096, 0.104, 0.105, 0.127, 0.116, 0.083, 0.069, 0.076, 0.091, 0.074, 0.075, 0.081, 0.072, 0.082, 0.090], "homo_ev": -8.1011, "homo_lumo_gap_ev": 8.5, "energy_ev": -70046.253}